One molecule with the formula C3H2FNOS, computed with ωB97M-V/def2-TZVPD.

Its frontier orbital gap (alpha / beta) is 7.86 / 7.86 eV.

CARTESIAN COORDINATES (ANGSTROEM)
C: 0.451 -0.638 0.068
C: 0.551 0.600 -0.349
C: 2.685 -0.874 0.159
N: 1.538 -1.390 0.241
O: 2.106 2.327 0.753
F: 3.814 -1.441 0.004
S: 2.032 1.464 -0.486
H: -0.541 -0.910 0.406
H: -0.419 1.125 -0.496


A 2-piece molecular cluster, C5H14N2O overall, computed with ωB97M-V/def2-TZVPD.

Its frontier orbital gap is 9.28 eV. The SMILES is C=CCCNCN.O.

CARTESIAN COORDINATES (ANGSTROEM)
C: 1.295 -2.542 2.115
C: 0.222 -1.964 1.626
C: -0.195 -1.771 0.211
C: -1.034 -0.632 -0.256
N: -0.269 0.665 -0.455
C: -1.119 1.758 -0.002
N: -0.766 2.862 -0.944
H: 1.284 -2.702 3.161
H: 1.929 -2.932 1.556
H: -0.570 -1.488 2.318
H: -0.837 -2.649 0.074
H: 0.639 -2.103 -0.428
H: -1.889 -0.464 0.443
H: -1.505 -0.919 -1.305
H: 0.651 0.649 -0.268
H: -0.962 2.287 1.077
H: -2.184 1.434 -0.106
H: -1.233 2.845 -1.703
H: 0.139 3.159 -1.020
O: 2.286 1.802 -1.841
H: 1.299 1.755 -1.893
H: 2.817 0.954 -2.361


A 6-piece molecular cluster, C4H20NO5 overall, computed with ωB97M-V/def2-TZVPD.

Its frontier orbital gap is 11.17 eV. Its net charge is +1.

CARTESIAN COORDINATES (ANGSTROEM)
C: -0.136 -0.498 3.006
C: 1.156 -1.227 2.607
C: 1.661 -0.730 1.247
C: 0.428 -0.027 -0.681
N: 0.662 -0.931 0.179
H: -0.604 -1.004 3.845
H: -0.749 -0.268 2.139
H: 0.129 0.480 3.429
H: 0.956 -2.281 2.499
H: 1.948 -1.024 3.321
H: 2.544 -1.268 0.899
H: 1.931 0.319 1.312
H: 0.868 0.938 -0.742
H: -0.306 -0.220 -1.453
H: -0.036 -1.681 0.311
H: -0.809 2.216 -3.231
H: 0.072 3.141 -2.442
O: 0.119 2.367 -3.014
H: 2.993 1.257 -2.394
H: 1.500 1.356 -2.890
O: 2.193 0.749 -2.550
H: -1.429 2.582 0.673
H: -0.187 2.250 1.493
O: -0.607 2.080 0.648
H: -1.945 -3.160 0.400
H: -2.075 -2.148 1.532
O: -1.724 -2.260 0.646
H: -2.938 -1.085 -0.956
H: -3.434 -0.123 -1.952
O: -2.756 -0.225 -1.330


A 2-piece molecular cluster, C4H4N2O overall, computed with ωB97M-V/def2-TZVPD.

Its frontier orbital gap is 9.38 eV. The SMILES is C1=NC1.N#CC=O.

CARTESIAN COORDINATES (ANGSTROEM)
C: 1.114 -0.744 -0.808
N: 2.179 -1.354 -0.557
C: 1.530 -0.559 0.566
H: 0.438 -0.596 -1.642
H: 2.035 0.356 0.876
H: 1.064 -1.132 1.366
N: -2.770 -0.867 -0.295
C: -2.140 0.078 -0.082
C: -1.348 1.305 0.135
O: -0.728 1.495 1.146
H: -1.374 2.017 -0.706


C12H28BrF3IO6SSi3 as an isolated structure, computed with ωB97M-V/def2-TZVPD.

Its frontier orbital gap is 8.19 eV. Its net charge is -1.

CARTESIAN COORDINATES (ANGSTROEM)
C: -3.237 -0.372 0.789
C: -2.546 0.974 0.916
Br: -2.949 1.648 2.685
C: -1.029 0.810 0.745
Si: -0.218 2.174 -0.203
I: -0.397 4.254 1.129
C: -1.024 2.642 -1.834
C: -1.489 1.489 -2.712
O: -1.126 0.229 -2.143
Si: -0.878 -1.064 -3.150
C: -0.297 -2.453 -2.047
C: 0.410 -0.737 -4.481
C: -2.467 -1.559 -4.004
O: 1.407 1.968 -0.363
Si: 2.138 0.508 -0.622
C: 3.852 0.520 0.104
C: 3.889 0.174 1.599
C: 2.930 0.960 2.457
O: 3.064 2.374 2.328
H: -3.264 -0.672 -0.256
H: -2.660 -1.110 1.335
H: -4.229 -0.363 1.223
H: -2.952 1.637 0.161
H: -0.876 -0.136 0.247
H: -0.592 0.734 1.728
H: -0.304 3.245 -2.377
H: -1.865 3.284 -1.598
H: -1.085 1.578 -3.718
H: -2.572 1.532 -2.811
H: -0.266 -2.105 -1.020
H: 0.694 -2.786 -2.329
H: -0.994 -3.283 -2.065
H: 1.360 -1.141 -4.154
H: 0.114 -1.263 -5.383
H: 0.539 0.311 -4.719
H: -2.750 -0.836 -4.761
H: -2.270 -2.500 -4.509
H: -3.274 -1.693 -3.295
H: 1.405 -0.640 -0.057
H: 2.235 0.301 -2.090
H: 4.322 1.488 -0.069
H: 4.457 -0.200 -0.441
H: 3.623 -0.874 1.711
H: 4.902 0.277 1.980
H: 1.901 0.655 2.282
H: 3.133 0.720 3.494
H: 3.468 2.584 1.482
C: 0.181 -1.370 5.508
F: 1.437 -1.857 5.469
F: -0.355 -1.732 6.685
F: 0.266 -0.031 5.492
S: -0.821 -1.996 4.097
O: -0.773 -3.425 4.288
O: -0.066 -1.508 2.958
O: -2.102 -1.366 4.319


A 2-piece molecular cluster, C5H12O2 overall, computed with ωB97M-V/def2-TZVPD.

Its frontier orbital gap is 9.53 eV. The SMILES is C/C=C(/O)CC.O.

CARTESIAN COORDINATES (ANGSTROEM)
C: -1.423 1.304 -1.407
C: -1.434 0.377 -0.226
C: -0.443 0.133 0.636
O: -0.681 -0.821 1.604
C: 0.912 0.785 0.695
C: 2.088 -0.199 0.624
H: -0.413 1.590 -1.714
H: -1.898 0.814 -2.265
H: -1.989 2.224 -1.215
H: -2.355 -0.178 -0.051
H: 0.135 -0.994 2.090
H: 0.972 1.356 1.633
H: 0.998 1.516 -0.112
H: 2.101 -0.903 1.465
H: 2.054 -0.793 -0.294
H: 3.037 0.345 0.658
O: -0.411 -2.531 -0.871
H: -0.433 -1.643 -1.246
H: -0.818 -2.384 -0.005


C15H22MnN5O3S as an isolated structure, computed with ωB97M-V/def2-TZVPD.

Its frontier orbital gap (alpha / beta) is 8.99 / 9.43 eV. The spin multiplicity is 2. Its net charge is +1.

CARTESIAN COORDINATES (ANGSTROEM)
Mn: -0.442 -0.257 0.672
N: 0.721 -1.557 1.746
C: 0.674 -1.254 3.206
C: -0.753 -0.879 3.619
C: -0.893 0.589 4.018
C: -0.551 1.551 2.888
N: -1.377 1.296 1.679
H: 0.376 -2.499 1.582
H: 1.680 -1.540 1.408
H: 1.358 -0.422 3.372
H: 1.046 -2.096 3.788
H: -1.120 -1.520 4.419
H: -1.413 -1.079 2.766
H: -0.226 0.821 4.852
H: -1.910 0.767 4.379
H: 0.493 1.447 2.581
H: -0.666 2.579 3.232
H: -1.219 2.066 1.022
H: -2.363 1.312 1.920
O: 1.272 -1.188 -1.934
C: 1.525 -0.054 -1.563
N: 0.993 0.511 -0.433
S: 1.474 2.056 -0.177
O: 2.278 2.134 1.012
O: 0.319 2.919 -0.237
C: 2.462 2.144 -1.621
C: 3.228 3.198 -2.077
C: 3.958 2.985 -3.240
C: 3.918 1.761 -3.903
C: 3.144 0.712 -3.421
C: 2.415 0.922 -2.267
H: 3.258 4.146 -1.557
H: 4.571 3.786 -3.633
H: 4.501 1.627 -4.804
H: 3.104 -0.246 -3.920
C: -3.086 -3.058 -3.080
N: -2.918 -2.332 -1.821
C: -3.906 -2.035 -0.912
C: -3.306 -1.349 0.093
N: -1.961 -1.232 -0.189
C: -1.767 -1.833 -1.356
H: -4.125 -3.361 -3.168
H: -2.454 -3.943 -3.088
H: -2.828 -2.417 -3.918
H: -4.929 -2.333 -1.062
H: -3.744 -0.946 0.990
H: -0.813 -1.902 -1.862


A 3-piece molecular cluster, C8H18IN overall, computed with ωB97M-V/def2-TZVPD.

Its frontier orbital gap (alpha / beta) is 2.11 / 4.85 eV. The spin multiplicity is 3.

CARTESIAN COORDINATES (ANGSTROEM)
C: -2.015 -0.086 0.562
C: -0.945 1.559 -0.899
C: -0.982 1.877 1.596
C: 1.452 -0.582 1.828
C: 2.454 -2.527 0.490
C: 0.949 -1.364 -1.758
C: -1.375 1.081 0.451
C: 1.613 -1.269 0.492
N: 0.938 -0.791 -0.451
I: -5.059 1.848 -1.135
H: -2.221 -0.499 1.553
H: -5.186 0.354 -0.722
H: -2.341 -0.633 -0.243
H: -1.320 2.650 -0.919
H: 0.145 1.788 -0.749
H: -1.208 0.963 -1.783
H: -1.761 2.645 1.762
H: -0.611 1.409 2.426
H: -0.032 2.372 1.294
H: 1.299 -1.462 2.560
H: 0.523 -0.070 1.584
H: 2.266 0.214 1.865
H: 1.901 -3.473 0.554
H: 3.080 -2.569 -0.374
H: 3.132 -2.572 1.460
H: 0.179 -0.805 -2.364
H: 1.893 -1.303 -2.102
H: 0.542 -2.443 -1.734


A 5-piece molecular cluster, C4H17N2O5S overall, computed with ωB97M-V/def2-TZVPD.

Its frontier orbital gap is 6.60 eV. Its net charge is -1.

CARTESIAN COORDINATES (ANGSTROEM)
C: 1.775 1.108 0.989
N: 0.545 1.864 1.268
C: -0.626 1.409 0.469
C: -0.814 -0.080 0.684
S: -2.420 -0.776 0.146
C: -0.488 1.731 -1.014
N: -1.674 1.774 -1.669
O: 0.564 1.865 -1.629
H: 2.555 1.553 1.617
H: 1.664 0.057 1.205
H: 2.122 1.331 -0.015
H: 0.721 2.856 1.280
H: -1.459 2.034 0.803
H: -0.702 -0.374 1.726
H: -0.020 -0.627 0.173
H: -2.528 1.465 -1.226
H: -1.648 1.684 -2.670
H: -0.295 1.246 3.007
H: -1.533 0.523 3.561
O: -0.937 1.254 3.744
H: 0.265 -3.546 -0.672
H: -0.778 -4.235 0.057
O: 0.136 -4.400 -0.218
H: 1.764 -1.415 -1.330
H: 2.039 0.030 -1.173
O: 2.499 -0.819 -1.125
H: -0.883 -2.230 -2.300
H: 0.181 -2.602 -3.312
O: -0.025 -2.678 -2.374


A 3-piece molecular cluster, C3H13NO2S2 overall, computed with ωB97M-V/def2-TZVPD.

Its frontier orbital gap is 8.89 eV. The SMILES is NCCCSS.O.O.

CARTESIAN COORDINATES (ANGSTROEM)
N: 2.267 -1.943 -0.465
C: 1.683 -1.086 0.558
C: 1.871 0.434 0.381
C: 0.878 1.174 1.254
S: -0.676 1.754 0.313
S: -0.613 1.173 -1.574
H: 3.154 -2.361 -0.259
H: 1.596 -2.501 -0.956
H: 1.985 -1.231 1.615
H: 0.610 -1.270 0.584
H: 2.048 0.791 -0.615
H: 2.891 0.656 0.793
H: 1.353 2.062 1.685
H: 0.461 0.612 2.100
H: 0.443 1.638 -2.272
O: -1.871 -1.750 -0.909
H: -2.468 -1.272 -1.493
H: -1.166 -1.943 -1.535
O: -1.761 -1.872 2.002
H: -2.386 -2.211 1.352
H: -1.340 -1.177 1.484


A 3-piece molecular cluster, CH8O2S overall, computed with ωB97M-V/def2-TZVPD.

Its frontier orbital gap (alpha / beta) is 10.47 / 5.51 eV. The spin multiplicity is 2. Its net charge is +1.

CARTESIAN COORDINATES (ANGSTROEM)
C: -0.912 0.181 0.546
S: -1.570 -0.255 -1.167
H: -1.235 -0.752 1.016
H: -1.301 1.160 0.785
H: 0.149 0.052 0.381
H: -0.377 -0.237 -1.795
H: 2.642 2.557 0.514
H: 1.899 1.271 0.586
O: 1.814 2.155 0.227
H: 0.774 -1.607 0.707
H: 2.095 -2.324 0.884
O: 1.490 -1.721 1.329


C19H38NO4OsP3 as an isolated structure, computed with ωB97M-V/def2-TZVPD.

Its frontier orbital gap (alpha / beta) is 2.71 / 4.76 eV. The spin multiplicity is 5. Its net charge is +4.

CARTESIAN COORDINATES (ANGSTROEM)
P: -3.540 1.004 -2.242
C: -4.778 -0.039 -1.347
H: -5.811 0.326 -1.395
H: -4.446 -0.063 -0.300
H: -4.719 -1.062 -1.742
C: -4.409 2.631 -2.277
H: -3.863 3.281 -2.966
H: -4.302 3.056 -1.275
H: -5.466 2.590 -2.553
C: -3.791 0.419 -3.974
H: -4.590 0.941 -4.515
H: -3.969 -0.664 -3.968
H: -2.834 0.599 -4.486
P: 2.958 -2.801 -0.687
C: 2.161 -3.960 0.460
H: 2.825 -4.823 0.593
H: 1.180 -4.273 0.069
H: 1.989 -3.432 1.410
C: 3.083 -3.670 -2.279
H: 3.763 -3.122 -2.947
H: 2.085 -3.669 -2.748
H: 3.427 -4.695 -2.092
C: 4.601 -2.395 -0.040
H: 5.216 -3.304 -0.085
H: 4.481 -2.020 0.991
H: 5.039 -1.586 -0.646
P: 0.949 1.917 2.995
C: 0.517 1.829 4.738
H: 0.765 2.787 5.226
H: 1.073 1.023 5.245
H: -0.565 1.644 4.834
C: 2.647 2.428 2.769
H: 3.099 2.599 3.757
H: 2.665 3.373 2.205
H: 3.220 1.666 2.226
C: -0.103 3.086 2.137
H: 0.114 4.088 2.536
H: -1.156 2.816 2.323
H: 0.108 3.065 1.062
Os: 1.293 -0.093 -1.585
C: 0.380 -1.423 -0.755
O: -0.307 -2.261 -0.226
C: 0.668 0.272 2.227
O: 0.345 -0.859 2.182
C: 3.061 0.903 -1.430
C: 2.003 1.709 -1.000
C: 0.863 1.852 -1.799
C: 0.798 1.200 -3.037
C: 1.865 0.416 -3.465
C: 2.986 0.251 -2.656
H: 3.905 0.703 -0.786
H: 2.057 2.147 -0.008
H: 0.023 2.426 -1.442
H: -0.074 1.292 -3.665
H: 1.840 -0.100 -4.420
H: 3.784 -0.412 -2.965
N: -2.259 -1.959 1.996
C: -2.842 -0.993 2.953
C: -2.532 0.400 2.358
O: -2.299 1.290 3.209
O: -2.499 0.436 1.100
H: -2.554 -1.702 1.047
H: -2.565 -2.911 2.214
H: -1.229 -1.922 2.017
H: -3.929 -1.128 2.982
H: -2.404 -1.124 3.944


Total energy for the records above, in order: -743.41737; -383.50380; -595.11328; -339.44181; -5363.77535; -348.16867; -2633.27825; -667.72797; -1046.58114; -1123.67090; -591.18092; -2215.41199 hartree